A structure of composition CH18Na4O12 at a distorted geometry, computed with wB97M-V/def2-TZVPD.

The geometry in XYZ format:
```
35
Properties=species:S:1:pos:R:3:forces:R:3
Na 2.466 -2.848 -0.651 0.24 0.81 -0.90
Na 2.669 -0.370 2.137 -0.54 1.37 -0.60
Na -1.045 -3.283 0.629 -1.13 0.81 -0.88
Na 1.871 -3.188 2.639 -0.54 -0.03 0.36
C 0.366 -0.508 0.298 -1.20 1.83 0.52
O 1.026 0.566 0.159 0.56 -0.80 0.06
O 1.031 -1.535 0.805 1.72 -3.36 0.97
O -0.867 -0.593 0.114 0.90 -1.12 0.07
O -3.444 -1.350 0.896 0.06 -0.49 -0.02
H -2.642 -1.010 0.487 -0.11 0.20 -0.03
H -3.161 -1.871 1.651 -0.25 0.20 0.35
O 0.557 1.624 -2.486 -0.10 -0.18 0.09
H 1.040 1.058 -3.097 0.00 0.10 -0.05
H 0.693 1.264 -1.601 0.04 0.14 -0.14
O -2.537 1.587 -0.227 -0.16 0.10 0.01
H -1.889 0.984 0.149 0.04 0.37 0.06
H -2.507 2.415 0.263 0.03 -0.07 0.02
O 0.538 2.968 1.620 0.12 -0.29 0.23
H 0.845 3.655 1.015 -0.06 0.07 0.11
H 0.629 2.150 1.118 -0.23 0.17 -0.26
O -0.787 0.177 3.089 0.81 -0.30 -0.15
H -1.084 0.012 2.184 -0.25 0.27 0.10
H -0.424 1.076 3.080 -0.37 0.09 0.02
O 3.572 -0.713 -1.095 -0.73 -0.41 0.99
H 4.225 -0.039 -0.860 0.14 0.01 -0.48
H 2.733 -0.258 -0.873 0.19 0.30 -0.32
O 3.115 2.236 -0.192 0.26 -0.57 0.01
H 2.318 1.731 0.042 0.31 0.37 -0.10
H 3.765 2.075 0.501 -0.03 0.46 0.07
O -2.272 -2.964 -1.538 1.29 -0.29 0.50
H -1.886 -2.071 -1.617 -0.77 0.47 -0.34
H -2.144 -3.327 -2.424 -0.30 -0.06 0.03
O -2.247 -0.107 -2.400 0.16 -0.88 0.06
H -1.504 0.238 -1.895 -0.11 0.52 -0.27
H -3.019 0.220 -1.921 0.02 0.20 -0.09
```
Positions in Å, forces in eV/Å.

The energy is -1600.55250 Eh. The calculation puts the energy above the lowest of the compared OMol25 structures with the same formula, charge and spin at 0.170 eV. As for the net charge: +2.

Charges obtained by Löwdin population analysis, quoted in units of e: atom 1 (Na): 0.76, atom 2 (Na): 0.77, atom 3 (Na): 0.71, atom 4 (Na): 0.86, atom 5 (C): -0.83, atom 6 (O): -0.09, atom 7 (O): -0.22, atom 8 (O): -0.04, atom 9 (O): -0.01, atom 10 (H): -0.03, atom 11 (H): 0.03, atom 12 (O): -0.02, atom 13 (H): 0.05, atom 14 (H): -0.02, atom 15 (O): -0.03, atom 16 (H): -0.02, atom 17 (H): 0.06, atom 18 (O): -0.04, atom 19 (H): 0.06, atom 20 (H): -0.03, atom 21 (O): -0.03, atom 22 (H): 0.01, atom 23 (H): 0.05, atom 24 (O): -0.05, atom 25 (H): 0.07, atom 26 (H): 0.02, atom 27 (O): -0.03, atom 28 (H): -0.03, atom 29 (H): 0.04, atom 30 (O): -0.06, atom 31 (H): 0.01, atom 32 (H): 0.07, atom 33 (O): -0.04, atom 34 (H): -0.01, atom 35 (H): 0.05